No. 1
A molecular structure, C4H15HfO2P, computed with ωB97M-V with the def2-TZVPD basis set.

Properties
Charge = +2
Orbital gap (spin up / spin down) = 6.897 / 6.897 eV
Lowest unoccupied orbital energy (spin up / spin down) = -11.844 / -11.843 eV
Molecular weight = 304.63 Da
Highest occupied orbital energy (spin up / spin down) = -18.741 / -18.741 eV

The geometry in XYZ format:
```
23
Properties=species:S:1:pos:R:3:nbo_charge:R:1
Hf 0.127 -0.103 0.034 1.666
H -1.137 0.976 0.343 0.040
H -1.398 0.431 -0.427 0.109
P -0.486 -1.668 -1.666 0.790
C 0.312 -1.428 -3.279 -0.936
H 0.074 -2.265 -3.957 0.294
H -0.032 -0.483 -3.727 0.261
H 1.403 -1.362 -3.146 0.267
C 0.073 -3.327 -1.139 -0.889
H -0.419 -3.595 -0.192 0.280
H -0.172 -4.069 -1.916 0.289
H 1.160 -3.309 -0.967 0.277
C -2.244 -1.915 -2.065 -0.920
H -2.657 -0.996 -2.507 0.265
H -2.363 -2.748 -2.778 0.290
H -2.806 -2.138 -1.144 0.279
C 0.960 1.232 -1.209 0.400
O 1.548 1.920 -1.869 -0.173
H -0.777 -1.140 1.075 -0.378
H 1.373 -0.935 0.195 -0.400
O 1.152 1.336 1.347 -0.906
H 1.460 0.740 2.038 0.554
H 0.480 1.911 1.734 0.541
```

***

No. 2
2 unconnected molecules or ions with the total composition C4H15N2O, computed with ωB97M-V with the def2-TZVPD basis set.

Properties
Charge = +1
Orbital gap = 10.376 eV
Lowest unoccupied orbital energy = -2.958 eV
Molecular weight = 107.18 Da
Highest occupied orbital energy = -13.334 eV

The geometry in XYZ format:
```
22
Properties=species:S:1:pos:R:3:nbo_charge:R:1
N -1.100 -0.251 0.547 -0.710
C -1.466 0.001 -0.873 -0.238
C -0.966 1.441 -1.260 -0.237
N 0.194 1.726 -0.434 -0.676
C 1.418 1.016 -0.807 -0.281
C 2.280 0.523 0.397 -0.647
H -0.170 0.198 0.697 0.472
H -1.213 -1.231 0.808 0.458
H -1.546 0.278 1.306 0.437
H -1.027 -0.787 -1.472 0.232
H -2.545 -0.122 -0.932 0.235
H -1.763 2.183 -1.154 0.227
H -0.752 1.466 -2.343 0.208
H 0.296 2.723 -0.306 0.406
H 2.036 1.746 -1.331 0.214
H 1.424 0.281 -1.620 0.221
H 1.995 1.011 1.326 0.217
H 2.258 -0.569 0.489 0.216
H 3.289 0.863 0.173 0.244
H 0.105 -4.402 1.695 0.485
H -0.520 -3.662 2.768 0.477
O -0.401 -3.581 1.797 -0.961
```

***

No. 3
2 unconnected molecules or ions with the total composition C4H15N2O, computed with ωB97M-V with the def2-TZVPD basis set.

Properties
Charge = +1
Orbital gap = 10.963 eV
Lowest unoccupied orbital energy = -2.822 eV
Molecular weight = 107.18 Da
Highest occupied orbital energy = -13.785 eV

The geometry in XYZ format:
```
22
Properties=species:S:1:pos:R:3:nbo_charge:R:1
C -1.219 -0.132 -1.752 -0.228
C -0.609 1.176 -1.372 -0.424
C 0.788 1.059 -0.686 -0.225
C 2.090 0.223 1.234 -0.440
N 0.769 0.197 0.620 -0.574
N -1.528 -0.973 -0.605 -0.881
H -0.483 -0.704 -2.447 0.203
H -2.169 0.088 -2.250 0.203
H -0.625 1.746 -2.260 0.253
H -1.195 1.725 -0.547 0.202
H 1.116 2.104 -0.352 0.229
H 1.590 0.810 -1.422 0.238
H 2.514 1.254 1.383 0.241
H 2.805 -0.420 0.592 0.235
H 2.052 -0.225 2.243 0.242
H -0.055 0.485 1.295 0.469
H 0.386 -0.770 0.536 0.492
H -2.407 -0.667 -0.250 0.363
H -1.767 -1.923 -0.907 0.381
H -0.123 -2.173 2.442 0.486
H -1.401 -1.552 2.149 0.484
O -0.531 -1.328 2.357 -0.951
```